{
  "formula": "C72H57O2P2S5SiSn",
  "method": "wB97M-V/def2-TZVPD",
  "e_tot_ha": -6105.51207,
  "e_lumo_ha": -0.109,
  "multiplicity": 1,
  "homo_ev": -9.618,
  "gap_ev": 6.66,
  "total_charge": 1,
  "elements": ["Sn", "C", "Si", "C", "C", "C", "C", "C", "C", "P", "C", "C", "C", "C", "C", "C", "C", "C", "C", "C", "C", "C", "C", "C", "C", "C", "C", "C", "P", "C", "C", "C", "C", "C", "C", "C", "C", "C", "C", "C", "C", "H", "H", "H", "H", "H", "H", "H", "H", "H", "H", "H", "H", "H", "H", "H", "H", "H", "H", "H", "H", "H", "H", "H", "H", "H", "H", "H", "H", "H", "H", "H", "S", "C", "S", "S", "C", "C", "C", "C", "C", "C", "C", "S", "O", "C", "C", "C", "C", "C", "C", "C", "C", "C", "C", "C", "C", "C", "C", "C", "C", "C", "C", "C", "C", "S", "O", "C", "C", "C", "C", "C", "C", "C", "H", "H", "H", "H", "H", "H", "H", "H", "H", "H", "H", "H", "H", "H", "H", "H", "H", "H", "H", "H", "H", "H", "H", "H", "H", "H"],
  "coordinates": [[-0.5106, 2.3806, -0.8728], [-1.5756, -0.1702, -2.9735], [-2.2949, 0.5808, -1.4141], [-2.6399, -0.5574, 0.0462], [-3.5480, -1.5837, -0.2572], [-3.9722, -2.4921, 0.6973], [-3.4561, -2.4180, 1.9813], [-2.5317, -1.4362, 2.2942], [-2.1190, -0.4899, 1.3523], [-1.0648, 0.9277, 1.8881], [0.6533, 0.3199, 2.1509], [0.9897, -0.9472, 2.4507], [2.3579, -1.5295, 2.3764], [3.1330, 0.1700, 4.0029], [2.8434, 1.4276, 3.7412], [1.5737, 1.4320, 1.6813], [-1.7219, 1.2344, 3.5646], [-3.0430, 1.6788, 3.6503], [-3.6337, 1.8790, 4.8857], [-2.9031, 1.6578, 6.0478], [-1.5795, 1.2554, 5.9662], [-0.9841, 1.0448, 4.7275], [-3.7528, 1.6170, -2.0415], [-4.9629, 0.9517, -2.2784], [-6.0152, 1.5636, -2.9381], [-5.8855, 2.8697, -3.3907], [-4.7128, 3.5598, -3.1478], [-3.6485, 2.9490, -2.4782], [-2.2360, 4.0149, -2.0600], [-1.4746, 4.6028, -3.5859], [-1.8359, 4.1161, -4.8397], [-1.0999, 4.4843, -5.9573], [-0.0063, 5.3269, -5.8284], [0.3680, 5.8000, -4.5774], [-0.3516, 5.4259, -3.4566], [-3.0708, 5.3792, -1.2050], [-2.7060, 6.7084, -1.3787], [-3.3036, 7.6939, -0.6041], [-4.2587, 7.3557, 0.3401], [-4.6328, 6.0277, 0.5074], [-4.0386, 5.0401, -0.2567], [-2.2114, -0.9624, -3.3803], [-0.5718, -0.5681, -2.8178], [-1.5065, 0.6220, -3.7243], [-3.9454, -1.6659, -1.2653], [-4.6943, -3.2565, 0.4372], [-3.7710, -3.1195, 2.7436], [-2.1459, -1.3863, 3.3057], [0.1730, -1.6269, 2.6715], [2.7220, -2.3931, 0.4601], [3.3318, -0.1027, 5.0342], [2.7965, 2.1969, 4.5030], [0.9438, 2.3011, 1.5235], [-3.6097, 1.8564, 2.7415], [-4.6628, 2.2102, 4.9485], [-3.3655, 1.8046, 7.0153], [-1.0056, 1.1008, 6.8714], [0.0488, 0.7253, 4.6706], [-5.0855, -0.0698, -1.9370], [-6.9375, 1.0210, -3.1037], [-6.6993, 3.3515, -3.9169], [-4.6166, 4.5919, -3.4664], [-2.6833, 3.4502, -4.9422], [-1.3790, 4.1040, -6.9315], [0.5673, 5.6032, -6.7039], [1.2304, 6.4464, -4.4765], [-0.0355, 5.7520, -2.4711], [-1.9673, 6.9802, -2.1217], [-3.0153, 8.7287, -0.7372], [-4.7141, 8.1262, 0.9485], [-5.3798, 5.7616, 1.2444], [-4.3174, 4.0021, -0.1150], [0.4545, 4.9629, 1.1359], [0.8902, 3.8473, 0.0354], [-1.3658, 4.6262, 1.7482], [1.2780, 2.2411, -2.5509], [1.2554, -8.1592, -4.7331], [1.1532, -6.9193, -3.8863], [2.1902, -6.5572, -3.0271], [2.1201, -5.4030, -2.2637], [0.9926, -4.6057, -2.3528], [-0.0476, -4.9369, -3.2079], [0.0334, -6.0947, -3.9664], [0.9390, -3.0629, -1.4254], [2.3314, -2.5532, -1.4406], [0.5089, -3.7660, 0.1969], [-0.6588, -4.5722, 0.1528], [-1.2045, -5.0707, 1.2879], [-0.6342, -4.7665, 2.5469], [-1.2450, -5.2109, 3.7430], [-0.6832, -4.9411, 4.9571], [0.5296, -4.2296, 5.0185], [1.1390, -3.7856, 3.8777], [0.5646, -4.0151, 2.6001], [1.1479, -3.5035, 1.3827], [2.4950, -2.7728, 1.4567], [3.6016, -3.8293, 1.7613], [3.3299, -5.1784, 1.4906], [4.2569, -6.1896, 1.6842], [5.5237, -5.8849, 2.1467], [5.8414, -4.5594, 2.3506], [4.9132, -3.5271, 2.1590], [5.4490, -2.1871, 2.3837], [4.8045, -1.0965, 2.7855], [3.3713, -0.8905, 2.9870], [2.0097, 0.8564, -0.0180], [2.6110, 1.9377, 2.4879], [2.4444, 2.2988, -1.1104], [3.8307, 2.1272, -1.6570], [4.5225, 3.1906, -2.0676], [3.9721, 4.5483, -1.9721], [4.6466, 5.6661, -2.7289], [2.8998, 4.7572, -1.2084], [2.3161, 3.6374, -0.3681], [2.0109, -8.8394, -4.3435], [1.5394, -7.8966, -5.7546], [0.3022, -8.6853, -4.7791], [3.0666, -7.1911, -2.9600], [2.9342, -5.1166, -1.6069], [-0.9176, -4.2920, -3.2748], [-0.7797, -6.3583, -4.6331], [-1.0984, -4.8150, -0.8048], [-2.0783, -5.7113, 1.2471], [-2.1711, -5.7707, 3.6748], [-1.1614, -5.2759, 5.8686], [0.9879, -4.0430, 5.9816], [2.0749, -3.2551, 3.9573], [2.3698, -5.4688, 1.0953], [3.9803, -7.2130, 1.4633], [6.2571, -6.6610, 2.3228], [6.8405, -4.2913, 2.6736], [6.5283, -2.1170, 2.2947], [5.3983, -0.2151, 3.0027], [4.1848, 1.1132, -1.7965], [5.4963, 3.0616, -2.5243], [5.3965, 5.2775, -3.4164], [5.1461, 6.3494, -2.0404], [3.9207, 6.2425, -3.3028], [2.4657, 5.7459, -1.0937], [2.9361, 3.5617, 0.5387]],
  "atomic_forces_ev_per_a": [[0.1, 0.2, -0.1], [0.0, -0.2, 0.2], [0.6, 0.5, 0.1], [-0.1, -0.1, -0.4], [0.0, 0.1, 0.0], [0.0, -0.1, 0.0], [0.0, 0.0, 0.0], [0.1, 0.0, 0.0], [0.1, 0.0, 0.2], [0.0, -0.3, 0.1], [0.0, -0.2, 0.1], [0.0, 0.1, -0.1], [0.1, 0.0, -0.1], [0.0, -0.1, -0.2], [-0.2, 0.2, 0.1], [0.0, 0.1, -0.1], [0.0, 0.0, -0.2], [0.0, 0.0, 0.0], [0.0, 0.0, 0.0], [0.0, 0.0, 0.0], [0.0, 0.0, 0.0], [0.0, 0.0, 0.0], [0.0, -0.1, 0.1], [0.0, 0.0, 0.0], [0.0, 0.0, 0.0], [0.0, 0.0, 0.0], [0.0, 0.0, 0.0], [0.0, -0.1, 0.0], [-0.3, 0.1, 0.0], [0.2, -0.1, 0.0], [0.0, 0.1, 0.1], [0.0, 0.0, 0.0], [0.0, 0.0, 0.0], [0.0, 0.0, 0.0], [-0.1, 0.0, 0.0], [0.1, 0.0, 0.1], [0.0, 0.0, 0.0], [0.0, 0.1, 0.0], [0.0, 0.0, 0.0], [0.0, 0.0, 0.0], [0.0, 0.0, 0.0], [0.0, 0.0, 0.0], [0.0, 0.0, 0.0], [0.0, 0.0, 0.0], [0.1, -0.1, 0.1], [0.0, 0.0, 0.0], [0.0, 0.0, 0.0], [0.0, 0.0, 0.0], [0.0, 0.1, -0.1], [0.0, 0.1, 0.0], [0.0, 0.1, 0.0], [0.0, 0.0, 0.0], [-0.1, 0.0, 0.1], [0.0, 0.0, 0.0], [0.0, 0.0, 0.0], [0.0, 0.0, 0.0], [0.0, 0.0, 0.0], [0.0, -0.1, 0.0], [-0.1, 0.1, 0.0], [0.0, 0.0, 0.0], [0.0, 0.0, 0.0], [0.0, 0.0, 0.0], [0.0, 0.0, 0.0], [0.0, 0.0, 0.0], [0.0, 0.0, 0.0], [0.0, 0.0, 0.0], [0.1, 0.0, 0.0], [0.0, 0.0, 0.0], [0.0, 0.0, 0.0], [0.0, 0.0, 0.0], [0.0, 0.0, 0.0], [0.0, 0.0, 0.0], [0.0, -0.5, -0.3], [-0.7, -0.1, 0.3], [0.0, 0.2, -0.1], [-0.1, -0.1, 0.1], [0.0, 0.1, 0.0], [0.0, 0.0, 0.0], [0.0, 0.0, 0.0], [0.1, -0.1, 0.1], [-0.1, 0.1, 0.0], [0.0, 0.1, 0.1], [0.0, 0.0, 0.0], [-0.1, -0.3, -0.1], [0.1, 0.2, 0.0], [0.1, 0.0, 0.1], [-0.1, 0.0, -0.1], [-0.1, 0.0, -0.1], [0.1, 0.1, 0.1], [0.0, 0.0, 0.0], [-0.1, 0.0, 0.0], [0.0, 0.0, 0.0], [0.0, -0.1, 0.0], [-0.1, -0.1, -0.1], [0.1, 0.1, -0.1], [0.1, 0.0, 0.3], [-0.2, 0.0, -0.1], [0.0, 0.2, 0.1], [0.0, 0.0, 0.0], [0.0, 0.0, 0.0], [0.0, 0.1, 0.0], [0.0, -0.1, 0.0], [0.0, 0.0, 0.1], [0.0, 0.0, -0.1], [-0.2, 0.1, 0.1], [-0.1, -0.1, 0.0], [0.3, -0.2, -0.2], [0.0, 0.0, 0.1], [0.0, 0.0, -0.1], [0.0, 0.0, 0.1], [0.0, 0.1, 0.0], [0.0, -0.1, 0.1], [-0.1, 0.0, 0.1], [0.3, 0.1, -0.2], [0.0, 0.0, 0.0], [0.0, 0.0, 0.0], [0.0, 0.0, 0.0], [0.0, 0.0, 0.0], [0.0, 0.0, 0.0], [0.0, 0.0, 0.0], [0.0, 0.0, 0.0], [-0.1, 0.0, 0.0], [0.0, 0.1, 0.0], [0.0, 0.0, 0.0], [0.0, 0.0, 0.0], [0.0, 0.0, 0.0], [0.0, 0.0, 0.0], [-0.1, 0.0, 0.0], [0.0, 0.0, 0.0], [0.0, 0.0, 0.0], [0.0, 0.0, 0.0], [0.0, 0.0, 0.0], [0.0, 0.0, 0.0], [0.1, 0.0, 0.0], [0.0, 0.0, 0.0], [0.0, 0.0, 0.0], [0.0, 0.0, 0.0], [0.0, 0.0, 0.0], [0.0, 0.0, 0.0], [0.0, 0.0, 0.0]],
  "lowdin_charge": [0.755, -0.195, 0.578, -0.273, -0.108, -0.062, -0.059, -0.077, -0.340, 1.050, -0.366, -0.021, -0.116, -0.031, -0.123, -0.584, -0.377, -0.111, -0.073, -0.076, -0.070, -0.074, -0.273, -0.079, -0.053, -0.050, -0.089, -0.384, 1.002, -0.366, -0.073, -0.062, -0.060, -0.061, -0.125, -0.380, -0.075, -0.063, -0.064, -0.074, -0.137, 0.042, 0.014, 0.036, 0.091, 0.113, 0.113, 0.114, 0.101, 0.108, 0.129, 0.130, 0.007, 0.106, 0.107, 0.107, 0.108, 0.091, 0.087, 0.114, 0.115, 0.122, 0.102, 0.111, 0.112, 0.108, 0.099, 0.096, 0.111, 0.111, 0.112, 0.110, 0.506, -0.733, 0.147, 0.594, -0.044, -0.262, -0.021, -0.052, -0.388, -0.093, -0.035, 1.009, -0.506, -0.282, -0.070, -0.023, -0.162, -0.034, -0.069, -0.053, -0.008, -0.118, -0.157, -0.112, -0.070, -0.027, -0.066, -0.075, -0.035, -0.155, -0.023, -0.019, -0.163, 1.007, -0.069, -0.971, -0.144, -0.033, -0.267, -0.036, -0.031, -0.447, 0.078, 0.089, 0.081, 0.117, 0.114, 0.107, 0.117, 0.099, 0.122, 0.115, 0.107, 0.109, 0.114, 0.109, 0.108, 0.107, 0.113, 0.113, 0.119, 0.112, 0.117, 0.077, 0.088, 0.073, 0.119, 0.153]
}